1.
C13H15N2O4 | ωB97M-V with the def2-TZVPD basis set

```
34
Properties=species:S:1:pos:R:3
C 0.56 0.41 -2.02
C 1.55 -0.49 -2.28
N 2.85 -0.18 -1.88
O 3.83 -0.94 -2.07
O 2.97 0.91 -1.24
C -0.86 0.11 -2.09
C -1.79 1.17 -2.08
C -3.16 0.91 -2.11
C -3.64 -0.41 -2.13
C -2.72 -1.47 -2.12
C -1.34 -1.22 -2.11
H 0.82 1.46 -1.80
H 1.40 -1.46 -2.75
H -1.40 2.19 -2.03
H -3.87 1.75 -2.13
H -4.71 -0.61 -2.15
H -3.08 -2.50 -2.12
H -0.63 -2.05 -2.07
O -1.09 -1.75 3.36
C -1.72 -1.25 2.50
C 0.21 0.85 1.86
C 0.82 1.15 3.18
C 2.30 0.76 2.92
C 2.26 -0.25 1.75
N 0.93 0.00 1.15
O -2.37 -0.82 1.61
H -0.75 1.23 1.51
H 0.68 2.18 3.55
H 0.39 0.41 3.91
H 2.84 1.65 2.54
H 2.79 0.31 3.79
H 3.07 -0.11 1.01
H 2.29 -1.30 2.07
H 0.57 -0.64 0.46
```

Calculated values
E: -24890.0566 eV
gap between HOMO and LUMO: 3.4 eV
M: 263.273 g mol⁻¹
HOMO energy: -0.028 hartree
charge: -1

Atomic partial charges in e from the natural (NBO) method, atoms 1 to 4:
1. C -0.3351
2. C -0.2228
3. N 0.4209
4. O -0.5616


2.
C13H15N3O2 | ωB97M-V with the def2-TZVPD basis set

```
33
Properties=species:S:1:pos:R:3
C 1.29 4.38 -2.85
O 0.34 4.33 -1.76
C 0.33 3.21 -0.96
C -0.80 3.15 -0.10
C -1.04 1.96 0.58
C -0.15 0.89 0.48
C -0.42 -0.42 1.27
C 0.45 -0.65 2.38
C 0.06 -1.49 3.44
N -0.22 -2.28 4.26
C 1.75 -0.09 2.47
N 2.85 0.31 2.41
C 0.98 1.01 -0.30
C 1.25 2.15 -1.04
H 1.10 5.33 -3.35
H 2.32 4.34 -2.46
H 1.14 3.54 -3.55
H -1.48 4.01 -0.03
H -1.95 1.88 1.18
H -1.50 -0.53 1.52
H 1.68 0.21 -0.37
H 2.12 2.23 -1.69
O -0.56 -4.05 -1.40
C -1.39 -4.22 -0.29
C -0.90 -3.18 0.69
N -0.67 -1.81 0.05
H -0.70 -4.84 -1.98
H -2.44 -4.09 -0.51
H -1.25 -5.18 0.20
H -1.51 -3.04 1.59
H 0.07 -3.48 1.11
H -1.09 -1.85 -0.87
H 0.34 -1.73 -0.11
```

Calculated values
E: -22286.1263 eV
energy above the lowest of the compared OMol25 structures with the same formula, charge and spin: 391.6 kJ/mol
gap between HOMO and LUMO: 8.1 eV
M: 245.282 g mol⁻¹
HOMO energy: -0.291 hartree
charge: 0

Atomic partial charges in e from the natural (NBO) method, atoms 1 to 4:
1. C -0.2587
2. O -0.4970
3. C 0.3206
4. C -0.2522


3.
C13H15N3O3S | ωB97M-V with the def2-TZVPD basis set

```
35
Properties=species:S:1:pos:R:3
C -2.06 -1.03 2.01
C -2.37 -0.38 0.71
C -3.35 -0.83 -0.14
C -3.58 -0.15 -1.39
O -4.41 -0.43 -2.24
N -2.74 0.95 -1.60
C -1.80 1.32 -0.70
N -1.60 0.70 0.41
S -0.77 2.69 -1.08
C 0.14 2.79 0.48
H 0.91 3.55 0.33
H -0.54 3.11 1.27
C 0.80 1.48 0.92
O 0.89 1.19 2.09
N 1.33 0.75 -0.08
H 1.23 1.07 -1.04
C 1.99 -0.52 0.14
C 3.40 -0.49 -0.35
C 4.56 -0.12 0.26
C 5.58 -0.26 -0.71
C 4.96 -0.69 -1.84
O 3.64 -0.83 -1.63
H 5.33 -0.94 -2.82
H 6.63 -0.06 -0.59
H 4.68 0.21 1.27
H 1.97 -0.69 1.22
H 1.44 -1.31 -0.37
H -2.86 1.47 -2.46
C -4.20 -2.02 0.17
H -3.59 -2.92 0.28
H -4.90 -2.17 -0.65
H -4.75 -1.87 1.10
H -1.82 -2.08 1.87
H -2.92 -0.97 2.68
H -1.21 -0.52 2.47
```

Calculated values
E: -35173.1162 eV
energy above the lowest of the compared OMol25 structures with the same formula, charge and spin: 53.4 kJ/mol
gap between HOMO and LUMO: 9.0 eV
M: 293.348 g mol⁻¹
HOMO energy: -0.317 hartree
SMILES: Cc1nc(SCC(=O)NCc2ccco2)[nH]c(=O)c1C
charge: 0

Atomic partial charges in e from the natural (NBO) method, atoms 1 to 4:
1. C -0.6622
2. C 0.2620
3. C -0.1791
4. C 0.6399


4.
C13H15N3S2 | ωB97M-V with the def2-TZVPD basis set

```
33
Properties=species:S:1:pos:R:3
C 3.84 -2.14 -1.71
C 3.01 -1.90 -0.71
C 3.43 -1.20 0.55
N 2.83 0.11 0.63
C 1.64 0.50 1.19
N 1.43 1.76 0.99
N 2.49 2.21 0.29
C 3.39 1.22 0.04
S 4.82 1.33 -0.74
H 2.57 3.18 0.01
C 0.73 -0.39 1.93
H 1.28 -1.05 2.60
H 0.01 0.21 2.50
S -0.21 -1.52 0.83
C -1.62 -0.57 0.33
C -2.71 -1.30 -0.15
C -3.84 -0.64 -0.58
C -3.92 0.75 -0.53
C -2.83 1.45 -0.05
C -1.68 0.81 0.37
H -0.84 1.39 0.71
H -2.86 2.53 -0.01
C -5.16 1.45 -0.99
H -5.07 2.53 -0.87
H -5.36 1.23 -2.04
H -6.03 1.11 -0.41
H -4.68 -1.21 -0.95
H -2.65 -2.38 -0.19
H 3.12 -1.78 1.43
H 4.51 -1.06 0.56
H 1.97 -2.17 -0.77
H 3.52 -2.63 -2.61
H 4.88 -1.85 -1.66
```

Calculated values
E: -39864.8918 eV
energy above the lowest of the compared OMol25 structures with the same formula, charge and spin: 12.8 kJ/mol
gap between HOMO and LUMO: 8.6 eV
M: 277.418 g mol⁻¹
HOMO energy: -0.294 hartree
SMILES: C=CCn1c(CSc2ccc(C)cc2)n[nH]c1=S
charge: 0

Atomic partial charges in e from the natural (NBO) method, atoms 1 to 4:
1. C -0.3462
2. C -0.2152
3. C -0.2595
4. N -0.3818


Which of these has the highest E? C13H15N3O2